<A>
This record from the OMol25 dataset describes a 2-piece molecular cluster, C4H6OS overall. The level of theory is ωB97M-V/def2-TZVPD.

Highest occupied orbital energy ... -8.38 eV
LUMO ... 0.1 eV

```
! RIJCOSX wB97M-V def2-TZVPD def2/J DEFGRID3
* xyz 0 1
H -0.30665 1.14937 0.59945
C 0.92855 -0.78288 0.52358
C -2.42307 0.97804 -0.02495
C 1.88541 0.11713 -0.16053
H -3.41724 0.34568 -0.19654
H 1.57236 -1.74287 0.33576
H -2.58594 1.91756 0.07260
S -0.62921 -0.99423 -0.25702
H 2.98299 -0.63277 -0.77451
H 0.95632 -0.60027 1.68655
O 1.96209 1.39339 -0.14845
C -1.19610 0.40836 0.25799
*
```



<B>
This record from the OMol25 dataset describes one molecule with the formula C4H6OS. The level of theory is ωB97M-V/def2-TZVPD.

Highest occupied orbital energy ... -9.87 eV
SMILES string ... O=C(S)C1CC1
LUMO ... 0.2 eV

```
! RIJCOSX wB97M-V def2-TZVPD def2/J DEFGRID3
* xyz 0 1
H 0.91957 -0.32988 1.69492
H 0.84776 -1.88716 -1.11160
C 0.08913 -0.05551 -0.44495
H -1.77089 3.19139 0.06893
H 2.10327 -0.23568 0.25611
C 0.26704 -1.48931 -0.17337
S -1.03045 2.12736 -0.99713
H -0.60337 -2.08019 0.01859
H 0.89475 0.30321 -1.07354
C -0.99917 0.66035 0.09491
C 1.07014 -0.46910 0.69027
O -1.78780 0.26452 0.97686
*
```



<C>
This record from the OMol25 dataset describes one molecule with the formula C4H6OS. The level of theory is ωB97M-V/def2-TZVPD.

Highest occupied orbital energy ... -9.07 eV
LUMO ... -1.4 eV

```
! RIJCOSX wB97M-V def2-TZVPD def2/J DEFGRID3
* xyz 0 1
C -0.06258 -0.64181 -1.64059
H -0.70357 -2.49355 -2.34795
H 1.73001 2.02455 1.54297
O -1.22405 -0.19152 0.86188
H -1.03740 -2.24150 -0.50145
H 0.24559 2.93651 1.73443
H 0.34655 1.13665 1.96948
H 0.55714 -2.44851 -1.09622
C 0.60781 1.94847 1.34294
S -0.66405 0.37950 -0.36171
C 0.66532 1.62129 -0.08521
C -0.46076 -2.03008 -1.41856
*
```



<D>
This record from the OMol25 dataset describes one molecule with the formula C4H6OS. The level of theory is ωB97M-V/def2-TZVPD.

Highest occupied orbital energy ... -7.54 eV
SMILES string ... CC1=C(CO)S1
LUMO ... 0.7 eV

```
! RIJCOSX wB97M-V def2-TZVPD def2/J DEFGRID3
* xyz 0 1
C -1.66909 -0.56980 -0.07584
O -2.95399 0.02652 -0.10216
H 2.45221 -1.06864 -0.26211
H -3.08764 0.53411 0.70124
H -1.61792 -1.18159 -0.98723
S 0.27129 2.04703 0.05921
C -0.42737 0.26652 -0.05139
C 2.27698 -0.01285 -0.07018
H 2.71153 0.27624 0.89125
C 0.86189 0.34164 -0.05837
H 2.77130 0.59736 -0.83404
H -1.58920 -1.25654 0.78963
*
```



The structure with the least stability is <C>.



<A>
This record from the OMol25 dataset describes one molecule with the formula C3H8N2OS. The level of theory is ωB97M-V/def2-TZVPD.

Highest occupied orbital energy ... -9.06 eV
SMILES string ... [H]/N=C\NOCCS
LUMO ... 0.5 eV

```
! RIJCOSX wB97M-V def2-TZVPD def2/J DEFGRID3
* xyz 0 1
H -0.66324 1.61615 -0.68971
N 2.73618 0.49227 -0.38382
S -3.05658 -0.42050 -0.31989
N 0.87849 -1.06889 0.09227
O 0.15600 -0.21047 -0.79137
H 2.94657 -1.14995 0.95630
H 1.83368 0.70674 -1.12455
C -0.52282 0.85928 -0.02048
H 0.26297 1.24002 0.62597
C -1.76336 0.28726 0.73873
H -1.54768 -0.56274 1.43726
H -2.31057 1.04557 1.20516
H 0.81015 -1.99089 -0.30505
C 2.32463 -0.62946 0.21508
H -2.08441 -0.21441 -1.63589
*
```



<B>
This record from the OMol25 dataset describes one molecule with the formula C3H8N2OS. The level of theory is ωB97M-V/def2-TZVPD.

Highest occupied orbital energy ... -8.40 eV
SMILES string ... C/N=C(\CO)NS
LUMO ... 0.4 eV

```
! RIJCOSX wB97M-V def2-TZVPD def2/J DEFGRID3
* xyz 0 1
H -1.63471 1.24161 -0.36234
C 0.36742 -0.03872 -0.03393
N 1.54115 -0.79388 -0.08291
C -0.92457 -0.89981 -0.02206
S 3.09218 -0.15670 -0.05993
H -0.82641 -2.72108 -0.69816
H -0.75002 2.83301 -0.65950
O -0.67705 -2.27366 0.14962
H -1.66876 -0.51232 0.70437
C -0.82323 1.90522 -0.00884
H 3.03410 0.50865 1.05171
H -1.45051 -0.76840 -0.98829
N 0.42791 1.24798 -0.07393
H 1.32427 -1.77692 -0.00291
H -1.03177 2.20500 1.08710
*
```



<C>
This record from the OMol25 dataset describes a 2-piece molecular cluster, C3H8N2OS overall. The level of theory is ωB97M-V/def2-TZVPD.

Highest occupied orbital energy ... -8.13 eV
LUMO ... 0.7 eV

```
! RIJCOSX wB97M-V def2-TZVPD def2/J DEFGRID3
* xyz 0 1
H -0.00036 1.91737 -0.28077
H -3.14566 0.11020 0.87989
H 2.71651 -0.07258 0.68093
O -1.87212 -1.30729 -0.76919
S -1.69269 0.13124 -0.70697
H 0.09299 0.09036 1.68502
H 1.84861 0.42297 -1.78198
H 0.72082 -1.07526 -1.74912
C 1.26777 -0.18305 -1.17964
H 2.01186 -1.64756 0.52690
C 0.10795 0.37621 -0.33964
N 0.56086 -0.13453 0.80201
N -2.16845 0.52258 0.89164
C 1.84108 -0.59164 0.29666
H -2.28918 1.44099 1.04428
*
```



The structure with the least stability is <A>.



<A>
This record from the OMol25 dataset describes one molecule with the formula C3H8N2OS. The level of theory is ωB97M-V/def2-TZVPD.

Highest occupied orbital energy ... -8.85 eV
SMILES string ... O=CNNCCS
LUMO ... 0.8 eV

```
! RIJCOSX wB97M-V def2-TZVPD def2/J DEFGRID3
* xyz 0 1
H 2.14107 -0.20173 1.24268
C 1.26008 -0.32417 0.63566
H 0.66632 -2.65131 0.40411
H 0.42964 -0.20117 1.25106
N -1.29226 0.37021 -0.60813
C 1.17301 0.85163 -0.30628
C -2.07241 -0.41299 0.34295
H -2.20566 -0.09348 1.32524
H -0.33762 2.21262 -0.60971
O -2.62827 -1.33277 -0.24312
N -0.23765 1.22447 -0.36533
H 1.62271 1.67634 0.22874
H 1.73443 0.71440 -1.20297
H -1.37579 -0.19489 -1.58440
S 1.12240 -1.63717 -0.51051
*
```



<B>
This record from the OMol25 dataset describes one molecule with the formula C3H8N2OS. The level of theory is ωB97M-V/def2-TZVPD.

Highest occupied orbital energy ... -8.14 eV
SMILES string ... CO/C(=N/N)SC
LUMO ... 0.8 eV

```
! RIJCOSX wB97M-V def2-TZVPD def2/J DEFGRID3
* xyz 0 1
H -2.64475 1.36469 -0.53288
H -3.31466 0.04293 0.54229
S -1.26741 -0.75752 -0.22482
O 0.27408 1.35961 0.07908
C -2.40549 0.59022 0.20749
H 0.74436 -2.46742 0.57091
C 0.33678 -0.02684 0.01732
C 1.53153 2.02518 -0.07358
H 2.09504 1.58614 -0.87424
H -1.90976 1.02654 1.09982
H 2.37181 -2.33004 0.42831
H 2.13216 1.92046 0.84371
N 1.47074 -2.00900 0.03880
H 1.42493 3.08604 -0.35339
N 1.44495 -0.63635 0.00870
*
```



<C>
This record from the OMol25 dataset describes one molecule with the formula C3H8N2OS. The level of theory is ωB97M-V/def2-TZVPD.

Highest occupied orbital energy ... -8.54 eV
SMILES string ... CCN(S)/C=N\O
LUMO ... 0.8 eV

```
! RIJCOSX wB97M-V def2-TZVPD def2/J DEFGRID3
* xyz 0 1
N 0.17550 0.22023 0.19579
H -0.06382 0.41775 -1.94305
H 1.04115 1.08691 2.19382
H -0.62155 -1.99457 -1.26368
H 0.35979 -2.48469 0.07526
O 1.19546 2.68009 -0.02920
H -1.84739 -0.23179 -0.02905
N 0.76768 2.07966 -1.16013
C -0.63983 -2.04372 -0.16831
C 0.25180 0.90726 -1.01448
C -0.91535 -0.66032 0.41265
H -1.34793 -2.81144 0.17330
S 1.34608 0.01844 1.41652
H 1.41053 3.57055 -0.36267
H -1.11212 -0.75437 1.50324
*
```



<D>
This record from the OMol25 dataset describes one molecule with the formula C3H8N2OS. The level of theory is ωB97M-V/def2-TZVPD.

Highest occupied orbital energy ... -9.04 eV
SMILES string ... NC(=O)NCCS
LUMO ... 0.6 eV

```
! RIJCOSX wB97M-V def2-TZVPD def2/J DEFGRID3
* xyz 0 1
N -0.56622 1.17701 -2.24629
H -1.21827 -0.73320 1.34904
H 1.00968 0.25249 2.27852
C -1.16637 0.77150 -1.13556
C -0.29995 -0.57885 0.77156
N -0.33287 0.80864 0.09548
H 2.14382 -1.01599 -0.47910
H -0.89194 0.78579 -3.13010
H 0.39756 1.03016 -2.17421
O -2.33860 0.47085 -0.95891
S 2.57243 -0.91700 0.80461
H 0.87661 -1.47678 2.39789
C 0.92728 -0.62052 1.62751
H -0.78861 1.44137 0.83011
H -0.32457 -1.39546 -0.03053
*
```



The structure with the least stability is <C>.



<A>
This record from the OMol25 dataset describes one molecule with the formula C3H8N2OS. The level of theory is ωB97M-V/def2-TZVPD.

Highest occupied orbital energy ... -9.52 eV
SMILES string ... NC(=O)[C@H](N)CS
LUMO ... 0.6 eV

```
! RIJCOSX wB97M-V def2-TZVPD def2/J DEFGRID3
* xyz 0 1
C 1.21091 -0.52143 0.71936
C -0.98395 0.31298 -0.31637
H 2.02295 0.11442 1.08628
H 0.94719 1.10364 -0.79427
H -0.16582 -0.64579 -2.22817
H 0.93755 -1.67979 -1.48301
H -0.67432 -0.25500 2.26844
N -1.26783 1.58180 0.24087
H -1.14048 1.53715 1.25552
H 1.73598 -1.33642 0.21814
S 0.19353 -1.25322 2.00725
N 0.70630 -0.73885 -1.73519
C 0.55333 0.12660 -0.54792
O -1.86422 -0.28574 -0.88319
H -2.21113 1.93964 0.19227
*
```



<B>
This record from the OMol25 dataset describes one molecule with the formula C3H8N2OS. The level of theory is ωB97M-V/def2-TZVPD.

Highest occupied orbital energy ... -8.19 eV
SMILES string ... CO/N=C\NSC
LUMO ... 0.8 eV

```
! RIJCOSX wB97M-V def2-TZVPD def2/J DEFGRID3
* xyz 0 1
N -1.07339 1.43718 -0.09722
C 2.14647 -0.86482 0.37828
H 2.39568 -0.82146 1.44894
H -1.73689 2.14222 -0.40062
H 2.08895 -1.90300 0.11742
H 3.03146 -0.48471 -0.16167
H -1.00632 -1.28383 -0.88457
N 1.24178 1.10180 0.32799
C -1.96609 -1.11005 -0.40163
C 0.23194 1.84363 0.01039
H -2.24521 -2.06198 0.08213
S -1.77239 0.15478 0.86894
H 0.46738 2.87756 -0.22787
O 0.96716 -0.18742 0.01792
H -2.77054 -0.83990 -1.07844
*
```



The structure with the least stability is <B>.



<A>
This record from the OMol25 dataset describes one molecule with the formula C5H11NOS. The level of theory is ωB97M-V/def2-TZVPD.

Highest occupied orbital energy ... -8.68 eV
SMILES string ... CC[C@H](C)N(S)C=O
LUMO ... 0.8 eV

```
! RIJCOSX wB97M-V def2-TZVPD def2/J DEFGRID3
* xyz 0 1
C 1.22047 -0.50946 1.52899
H 0.49325 -2.04940 0.18660
H -0.93666 1.90078 0.16235
C 0.07134 -0.22806 -0.83175
H 1.90477 -1.23730 -0.41665
H -3.24260 -0.78252 0.44270
C -1.71271 1.13656 0.23511
H 0.13279 1.74489 -1.74196
C 0.96063 -1.07261 0.12760
C 0.81866 1.00868 -1.26527
N -1.29108 -0.02346 -0.36849
H 0.00375 -0.85558 -1.72517
S -2.37644 -1.40734 -0.37240
H 1.64272 0.74035 -1.98826
H 1.79627 0.45120 1.51504
H 1.23268 1.56855 -0.40501
H 0.24631 -0.38254 2.00027
H 1.79013 -1.26821 2.06105
O -2.75426 1.26547 0.85524
*
```



<B>
This record from the OMol25 dataset describes one molecule with the formula C5H11NOS. The level of theory is ωB97M-V/def2-TZVPD.

Highest occupied orbital energy (alpha / beta) ... -8.22 / -8.22 eV
LUMO (alpha / beta) ... 0.5 / 0.5 eV

```
! RIJCOSX wB97M-V def2-TZVPD def2/J DEFGRID3
* xyz 0 1
H 0.34981 1.62485 2.98923
H 0.57148 -2.60406 -1.56777
H 1.01960 2.09650 1.45729
H 2.36008 -2.28056 -1.21116
O -1.46663 0.34985 -2.05727
H -3.31793 0.91740 -0.76451
C 1.07704 -0.50844 -1.13256
H 1.97479 1.03791 2.55701
H 1.16771 -0.23683 -2.17331
C 0.94456 1.33387 2.21108
C 1.23279 -1.98694 -0.97960
H -2.82380 -0.14554 0.56293
H -2.24391 1.58887 0.51036
C -0.05999 0.10543 -0.28674
H 1.06528 -2.38392 0.03073
H 1.90397 0.06037 -0.68490
C -2.46580 0.72304 -0.04370
S -0.02306 -0.08306 1.41904
N -1.26599 0.39126 -0.83615
*
```



<C>
This record from the OMol25 dataset describes C5H11NOS as an isolated structure. The level of theory is ωB97M-V/def2-TZVPD.

Highest occupied orbital energy ... -8.96 eV
LUMO ... 0.5 eV

```
! RIJCOSX wB97M-V def2-TZVPD def2/J DEFGRID3
* xyz 0 1
H 1.32554 1.69667 -1.02299
C -2.60480 -0.74382 -0.09689
C -0.63063 0.67833 -0.37122
S 2.16038 -0.51844 -0.36921
H 0.92594 -0.14693 1.79332
H -1.04610 0.40928 -1.35637
H -2.84307 -1.52940 -1.20306
H 1.81402 1.59455 1.39728
C 1.41359 0.63636 1.03610
H -1.08807 2.53940 -0.74218
C -1.15165 -0.57790 0.34811
H 0.34406 -1.91628 0.45712
O -0.49615 -1.83552 0.06666
C 0.88663 0.85787 -0.33324
H -3.14115 0.72776 -0.62833
H -0.77665 2.27948 0.86124
N -1.32105 2.00784 -0.01771
H -3.33539 -1.24307 0.92369
H -1.00754 -0.59220 1.52127
*
```



<D>
This record from the OMol25 dataset describes C5H11NOS as an isolated structure. The level of theory is ωB97M-V/def2-TZVPD.

Highest occupied orbital energy ... -8.13 eV
LUMO ... -1.2 eV

```
! RIJCOSX wB97M-V def2-TZVPD def2/J DEFGRID3
* xyz 0 1
C -1.04948 -2.35950 1.06418
H 0.43034 3.30669 1.68423
S 0.47560 -0.94154 -2.18820
H -1.40002 -3.36788 0.96232
O 1.90765 1.62278 0.63251
H -1.71217 0.46452 -0.59931
H -2.09035 -1.62709 -0.75105
C -1.25234 0.02563 0.30700
H -0.17085 -1.93570 0.27700
C -1.41562 -1.47065 0.07754
H -1.82129 0.40608 1.16868
H -0.12036 1.94196 2.69396
C 0.72406 1.39700 0.80619
H -0.47936 -0.20464 -2.73025
H -1.10824 2.47501 1.35631
H -0.78790 -1.99592 2.05022
N 0.18133 0.22190 0.37666
C -0.07004 2.34721 1.68327
H 0.53373 -0.22700 -0.75760
*
```



The structure with the least stability is <C>.



<A>
This record from the OMol25 dataset describes one molecule with the formula C5H11NOS. The level of theory is ωB97M-V/def2-TZVPD.

Highest occupied orbital energy ... -8.68 eV
SMILES string ... CC/C(CSC)=N\O
LUMO ... 0.5 eV

```
! RIJCOSX wB97M-V def2-TZVPD def2/J DEFGRID3
* xyz 0 1
C 1.85028 1.41093 0.36887
H 0.92012 -1.79218 0.02246
C -0.90991 1.49561 0.59042
N -0.42584 0.68883 -1.59732
H 2.13932 0.36276 0.24825
C -0.04073 -2.06804 0.54593
H 0.45824 -0.78482 -2.57448
H 0.01454 -2.18209 1.62178
H -0.25826 -3.16476 0.18525
H -1.62335 -1.38276 -0.73643
C -1.10454 -1.00261 0.23166
O -0.37930 -0.33019 -2.59746
S 0.51021 1.56410 1.61788
H -1.93171 -0.92060 0.96755
H -1.02191 2.46805 0.10157
C -0.60212 0.36188 -0.29701
H 2.67534 2.06561 0.72413
H -1.74195 1.40782 1.21502
H 1.47157 1.80249 -0.63807
*
```



<B>
This record from the OMol25 dataset describes one molecule with the formula C5H11NOS. The level of theory is ωB97M-V/def2-TZVPD.

Highest occupied orbital energy ... -8.87 eV
SMILES string ... CN[C@H](C=O)CCS
LUMO ... 0.9 eV

```
! RIJCOSX wB97M-V def2-TZVPD def2/J DEFGRID3
* xyz 0 1
H 1.56511 -3.44198 0.58024
C -1.65089 0.56053 -1.89875
H -0.63545 -0.73568 -0.08901
C 1.31142 0.20879 0.31376
C -0.74638 1.03378 1.30910
H 0.58406 -1.18837 1.82935
H -2.36702 1.32500 -2.28851
H 1.89108 0.21295 -0.59985
C -0.22440 0.31952 0.01885
H 2.30654 -1.39083 1.69934
C 1.41644 -1.08507 1.12905
H 1.74959 0.99818 0.88492
H -2.40759 -0.07593 -1.34676
S 1.69006 -2.36777 -0.20207
H -0.70698 2.12596 1.29661
N -0.54911 1.13038 -1.16695
H -1.27638 -0.11152 -2.68699
H -0.69786 2.11724 -0.95590
O -1.25222 0.36480 2.17356
*
```



<C>
This record from the OMol25 dataset describes a 2-piece molecular cluster, C5H11NOS overall. The level of theory is ωB97M-V/def2-TZVPD.

Highest occupied orbital energy ... -8.34 eV
LUMO ... -3.1 eV

```
! RIJCOSX wB97M-V def2-TZVPD def2/J DEFGRID3
* xyz 0 1
H -1.40041 -2.36384 1.97862
H 0.29737 0.93566 2.40822
S -2.24833 -0.29901 -0.14971
H 2.14421 -1.40964 -0.81885
C 0.13761 1.16325 -1.34284
H 1.51876 -0.79389 -2.40330
H -1.77580 1.72922 0.99659
H -1.27351 -2.18360 1.26615
O 2.15586 -0.33723 1.17464
N 1.21308 0.32213 -0.75999
H 0.15523 2.14672 -0.75568
C -0.02566 0.55268 1.44013
C 1.10411 0.11178 0.70582
H 0.53406 1.41192 -2.36058
H -0.81112 0.63646 -1.52778
C 1.29453 -1.01840 -1.37983
H -1.95165 0.29283 1.99100
H 0.37628 -1.61665 -1.56598
C -1.44463 0.71961 1.10337
*
```



The structure with the least stability is <C>.